Arrangement i

20
Properties=species:S:1:pos:R:3:lowdin_charge:R:1 method="wB97M-V/def2-TZVPD" e_lumo_ha=-0.3069 homo_lumo_gap_ev=5.80 spin_multiplicity=1 total_charge=+1
N 0.635 -0.491 -0.119 0.374
C -0.657 -0.185 0.122 -0.374
C -0.590 1.320 0.749 -0.046
C 0.442 2.232 0.110 -0.166
C 0.249 3.540 0.165 0.056
C -1.384 -1.244 0.932 -0.211
N -1.096 -2.487 0.232 0.064
H 0.908 -1.220 0.567 0.128
H -1.184 -0.011 -0.835 0.197
H -0.812 -2.393 -0.730 0.082
H 5.002 -3.339 -3.008 0.002
H -1.558 1.754 0.476 0.134
H -0.567 1.210 1.825 0.134
H 1.069 1.845 -0.673 0.097
H -0.579 3.953 0.737 0.084
H 0.892 4.259 -0.324 0.081
H -2.453 -1.060 0.984 0.133
H -0.947 -1.235 1.932 0.128
H 4.416 -3.227 -3.451 -0.002
H -1.787 -3.219 0.308 0.105



Arrangement ii

20
Properties=species:S:1:pos:R:3:lowdin_charge:R:1 method="wB97M-V/def2-TZVPD" e_lumo_ha=-0.1199 homo_lumo_gap_ev=9.86 spin_multiplicity=1 total_charge=+1 smiles="C=C(N)C[C@@H](C)[NH3+]"
C -1.678 -1.504 1.232 -0.065
C -0.604 -0.982 0.350 -0.422
C 0.114 0.201 0.876 -0.137
C 0.918 0.984 -0.198 -0.420
C 0.674 2.263 -0.359 0.062
N 1.929 0.152 -0.792 0.104
N -1.037 -0.671 -1.076 0.198
H -2.526 -0.953 1.650 0.093
H -2.070 -2.485 0.785 0.111
H -1.165 -1.928 2.195 0.136
H 0.059 -1.855 0.163 0.161
H 0.751 -0.194 1.795 0.180
H -0.531 0.953 1.384 0.131
H -0.178 2.695 0.165 0.071
H 1.188 3.023 -0.956 0.084
H 2.451 -0.268 -0.066 0.084
H 2.513 0.673 -1.409 0.091
H -1.775 -1.365 -1.330 0.182
H -0.090 -0.760 -1.529 0.159
H -1.419 0.322 -1.182 0.198



Arrangement iii

20
Properties=species:S:1:pos:R:3:lowdin_charge:R:1 method="wB97M-V/def2-TZVPD" e_lumo_ha=-0.1227 homo_lumo_gap_ev=10.90 spin_multiplicity=1 total_charge=+1
C -3.388 0.484 0.597 -0.016
C -2.911 -0.460 -0.216 -0.125
C 2.812 0.682 -0.806 -0.055
C 2.139 -0.129 0.279 -0.187
C 0.708 -0.261 0.242 -0.398
N 0.024 0.769 -0.212 0.213
N 0.026 -1.368 0.596 0.186
H -3.303 1.517 0.322 0.059
H -3.674 0.251 1.617 0.073
H -2.888 -1.520 -0.070 0.045
H 2.478 0.219 -1.709 0.088
H 2.618 1.729 -0.738 0.072
H 3.879 0.579 -0.559 0.106
H 2.162 0.468 1.208 0.153
H 2.631 -1.120 0.567 0.162
H -1.001 0.743 -0.416 0.103
H 0.566 1.651 -0.358 0.155
H -2.436 -0.353 -1.222 0.076
H 0.507 -2.334 0.675 0.180
H -0.951 -1.547 0.203 0.110



Arrangement iv

20
Properties=species:S:1:pos:R:3:lowdin_charge:R:1 method="wB97M-V/def2-TZVPD" e_lumo_ha=-0.1562 homo_lumo_gap_ev=7.73 spin_multiplicity=1 total_charge=+1 smiles="C=NCC[C@@H](C)[NH3+]"
C 2.062 -0.980 -0.752 -0.046
C 0.875 -0.251 -0.227 -0.388
C 0.001 0.752 -0.994 -0.131
C -1.392 0.463 -0.495 -0.262
C -2.402 -0.252 1.622 0.034
N -1.380 0.108 0.873 -0.139
N 1.160 0.549 1.016 0.222
H 1.956 -2.043 -0.363 0.117
H 2.037 -0.823 -1.806 0.069
H 3.101 -0.412 -0.523 0.141
H 0.181 -1.180 0.003 0.178
H -0.064 0.286 -2.081 0.169
H 0.263 1.733 -1.347 0.122
H -1.828 -0.491 -0.910 0.155
H -2.284 0.991 -0.676 0.108
H -3.326 0.503 1.470 0.114
H -2.648 -1.266 1.561 0.073
H 1.468 -0.084 1.792 0.212
H 1.836 1.173 0.860 0.101
H 0.386 1.223 0.977 0.150



Quick one: most stable of them? arrangement ii